The following is a quantum chemistry calculation of a structure of composition C2Br2Cl2O in a non-equilibrium geometry, from the Open Molecules 2025 dataset.

Values from the calculation:
- Highest occupied orbital energy: -0.328 Eh
- E: -6219.7375 Eh
- Charge: 0
- Largest force on an atom: 0.061 hartree/bohr

Each line ends with the Löwdin charge.
Atoms and positions in Å:
C -1.591 0.736 -0.971  -1.158
C 1.786 -0.276 0.884  -1.243
O -2.605 1.048 -1.416  0.060
Cl -1.142 -0.951 -0.363  0.506
Cl -0.252 1.758 -0.483  0.647
Br 2.087 -1.608 -0.311  0.585
Br 1.718 -0.706 2.660  0.604